(1)
38
Properties=species:S:1:pos:R:3:forces:R:3:mulliken_spin:R:1 method="wB97M-V/def2-TZVPD" lumo_ha="-0.1851 / -0.1951" multiplicity=4 e_homo_ev="-10.68 / -10.87" total_charge=+1
Mn -0.00682 -0.03261 0.37318 -0.977 -1.558 0.245 2.188
Cl 5.71910 4.25327 -0.05255 0.121 0.102 -0.010 0.000
C 4.52405 3.01804 -0.01990 -0.155 -0.006 -0.009 0.001
C 4.93934 1.67321 -0.03697 -0.105 -0.019 -0.016 -0.001
C 4.01495 0.66470 -0.00886 -0.197 0.039 0.009 0.001
Cl 4.49900 -0.98761 -0.03861 0.089 -0.088 -0.004 0.000
C 2.62723 0.94551 0.05576 0.101 0.439 0.051 0.004
O 1.76993 -0.02750 0.06888 1.012 -0.165 -0.185 0.013
C 2.23014 2.31324 0.05948 0.020 -0.557 -0.018 0.002
C 0.84713 2.60750 0.05260 0.274 -0.077 0.129 0.011
O -0.06081 1.74888 0.18786 -0.204 2.007 -0.296 0.019
C 3.19730 3.33836 0.01217 0.072 0.133 -0.028 -0.003
H 5.99406 1.43866 -0.08032 0.005 -0.002 0.020 0.000
H 0.52967 3.64085 -0.09555 -0.070 0.003 0.071 -0.002
H 2.88661 4.37521 0.00530 -0.005 -0.005 0.016 0.000
Se -2.48113 -0.13376 -0.07196 -0.107 0.004 0.316 0.299
Se -3.70336 0.06173 1.83068 0.445 -0.047 0.094 0.404
Te -2.10271 0.27822 3.76577 -0.180 0.149 -0.408 0.202
Se 0.10087 -0.22823 2.70942 -0.043 -0.039 -0.011 -0.110
C 1.63532 -5.99190 2.14567 0.065 -0.062 -0.064 0.000
C 2.36582 -5.69606 0.83810 -0.132 0.178 0.027 0.000
C 3.44119 -4.62956 1.03060 -0.004 -0.123 -0.049 0.000
C 1.38781 -5.32084 -0.28612 0.255 -0.434 0.229 0.000
N 0.67602 -4.07939 -0.01782 0.105 0.400 -0.284 0.002
C 1.02188 -2.83564 -0.33137 -0.045 0.087 0.165 0.022
N 0.09456 -2.03654 0.15641 -0.201 -0.344 0.088 -0.058
N -0.82654 -2.82386 0.76684 0.055 -0.125 -0.078 0.011
N -0.48102 -4.04038 0.66290 -0.080 -0.091 0.053 -0.002
H 2.33889 -6.37944 2.88214 -0.017 0.020 0.020 0.000
H 0.85091 -6.73640 2.00387 -0.007 0.012 0.025 0.000
H 1.17918 -5.09185 2.56172 -0.010 0.003 0.002 0.001
H 2.84810 -6.61469 0.49405 -0.016 -0.008 -0.040 0.000
H 3.02051 -3.70205 1.42793 0.011 0.005 0.006 0.001
H 3.96063 -4.40817 0.09468 0.010 0.021 0.015 0.000
H 4.18277 -4.98287 1.74619 0.017 0.057 0.008 0.000
H 0.63407 -6.09747 -0.40198 -0.041 0.062 -0.075 0.000
H 1.92242 -5.19545 -1.22651 -0.074 0.047 -0.046 0.000
H 1.90737 -2.53270 -0.86427 0.014 -0.019 0.030 -0.001



(2)
31
Properties=species:S:1:pos:R:3:forces:R:3:lowdin_charge:R:1 method="wB97M-V/def2-TZVPD" lumo_ha=-0.0890 multiplicity=1 smiles="CC[C@H](Cl)C1=CC(=O)C(CCC(N)=O)=C(F)C1=O" e_homo_ev=-9.72
C 4.32755 -1.14235 0.41495 -0.553 -0.413 -0.725 -0.144
C 3.93393 -0.07861 -0.76871 0.496 0.327 0.173 -0.260
C 3.32835 1.36188 -0.19134 -1.112 -0.439 -1.787 -0.605
Cl 4.38849 2.15826 1.10123 -1.083 -0.941 -1.232 0.557
C 1.75534 1.16054 0.21316 -3.287 -0.806 -2.559 -0.087
C 0.79871 0.89835 -0.93418 2.043 0.528 3.160 0.061
C -0.80678 0.61946 -0.74950 -1.947 0.616 -3.964 -0.174
O -1.57390 0.69900 -1.86608 4.632 -0.765 7.199 -0.035
C -1.36084 0.27986 0.75549 1.860 0.771 3.490 -0.023
C -2.87663 -0.33944 1.09167 1.023 -0.613 -0.290 -0.129
C -3.14455 -1.50378 -0.03183 -0.724 -0.484 -0.535 -0.121
C -4.21622 -1.07319 -1.21610 -3.014 -3.498 -3.707 -0.286
N -4.58979 0.39004 -1.35644 0.207 -1.652 0.268 0.035
O -4.77490 -1.99189 -2.05243 3.937 5.572 5.328 -0.068
C -0.42758 0.54448 1.90648 -2.237 -0.736 -2.462 0.025
F -0.91321 0.26292 3.30948 1.821 1.080 -4.649 -0.054
C 1.10634 1.18363 1.71570 1.247 1.779 4.973 -0.131
O 1.65119 1.69955 2.82015 -3.001 -3.202 -7.113 -0.012
H 3.34161 -1.73223 0.68732 2.016 1.172 -0.419 0.083
H 4.73989 -0.64617 1.39537 -0.620 -0.950 -2.174 0.067
H 5.07495 -1.92519 -0.07115 -1.469 1.690 1.337 0.089
H 4.85300 0.23319 -1.46350 -1.849 -0.810 1.745 0.123
H 3.14586 -0.61360 -1.47217 1.481 1.418 1.482 0.113
H 3.34584 2.09347 -1.13434 -0.149 -1.466 2.319 0.124
H 1.24795 0.89490 -2.03899 -1.383 0.061 2.625 0.144
H -3.69760 0.49379 1.14966 1.746 -1.575 -0.542 0.123
H -2.89631 -0.89110 2.15023 0.544 1.471 -2.344 0.128
H -3.52666 -2.49258 0.51442 0.569 2.242 -1.414 0.133
H -2.15828 -1.84402 -0.60755 -2.118 0.948 1.276 0.136
H -5.52282 0.58913 -0.91755 1.255 -0.467 -0.786 0.095
H -4.55291 0.71172 -2.35348 -0.333 -0.858 1.329 0.093



(3)
28
Properties=species:S:1:pos:R:3:forces:R:3:lowdin_charge:R:1 method="wB97M-V/def2-TZVPD" lumo_ha="-0.0415 / -0.0630" de_lowest_kcal_mol=34.02 multiplicity=1 e_homo_ev="-7.44 / -6.56"
C 1.38786 -2.49283 -1.79570 1.007 -0.252 0.833 -0.073
C 1.61546 -1.19367 -2.14923 1.266 1.061 -1.908 -0.114
C 0.35096 -2.65839 -0.91517 -0.433 0.313 -0.348 -0.058
C 0.82646 -0.14325 -1.77329 -0.106 1.848 0.556 -0.023
C -0.57423 -1.65958 -0.57265 -1.469 -3.029 0.452 0.012
C -0.29325 -0.36045 -0.91182 0.120 0.272 -1.194 -0.188
C -1.86467 -0.14689 1.43774 0.760 -0.062 1.050 -0.595
C -1.26539 0.64919 -0.66278 -0.738 2.803 -0.212 -0.250
C -0.84818 0.35133 2.25703 -0.333 0.983 -0.976 -0.604
C -1.39761 1.93032 -1.49797 0.503 0.918 -0.555 -0.005
C 1.54211 0.93673 1.89152 0.707 -1.129 -1.207 -0.126
C 0.15365 1.49854 2.06131 -2.148 0.238 -1.680 -0.246
O -2.53750 -1.14128 1.56133 -0.758 -0.457 0.097 0.029
O -2.16555 0.66153 0.27560 0.800 -0.088 -0.625 0.090
Cl -0.82000 -0.46177 3.75976 0.448 -0.147 0.588 0.731
H 2.15683 -3.25551 -2.09724 -1.310 0.560 0.474 0.134
H 2.45693 -1.04443 -2.82760 -0.175 0.463 0.188 0.111
H 0.25958 -3.60702 -0.52275 -0.852 -1.990 0.794 0.084
H 1.10365 0.91210 -2.07725 -0.363 -1.482 0.393 0.133
H -1.60956 -2.04407 -0.16565 2.453 1.254 -0.345 0.170
H -0.87132 2.84211 -0.91001 -1.202 -2.095 -1.348 0.126
H -2.55429 2.18369 -1.56446 2.560 -0.498 -0.115 0.131
H -0.84282 1.79364 -2.53913 -1.572 0.518 2.181 0.109
H 1.94234 0.50664 2.77112 0.043 0.116 1.696 0.053
H 2.30262 1.59393 1.53653 0.346 0.971 -0.280 0.062
H 1.67367 0.02613 1.29011 -0.823 0.342 -0.681 0.076
H -0.30340 2.21548 1.18890 1.536 -1.793 1.863 0.143
H 0.17567 2.10780 2.95177 -0.267 0.361 0.309 0.087



Number 1: maximum force 2.0 eV/A. Number 2: maximum force 8.7 eV/A. Number 3: maximum force 3.4 eV/A.